Here is a molecular structure, C26H26N5SV at a distorted geometry from the Open Molecules 2025 dataset. Energies are from the ωB97M-V functional and the def2-TZVPD basis.

The multiplicity is 2. The LUMO energy (spin up / spin down) is -2.6 / -2.7 eV. Its HOMO-LUMO gap (spin up / spin down) is 0.2583 / 0.2308 hartree. Its HOMO energy (spin up / spin down) is -9.66 / -8.99 eV. As for the energy above the lowest of the compared OMol25 structures with the same formula, charge and spin: 0.0 kJ/mol. The total charge is +1.

Geometry as XYZ:
```
59
Properties=species:S:1:pos:R:3:forces:R:3
V -0.351 -0.677 -0.225 -0.3536 -0.4564 -1.0028
C 0.295 -1.788 2.374 -0.0694 0.1227 0.0984
N 0.479 -0.442 1.778 -0.1889 0.0258 -0.3295
C -0.282 0.610 2.492 0.0409 -0.0275 0.0266
C -1.216 1.432 1.616 0.2084 -0.0696 0.2525
C -1.718 2.641 2.063 -0.0792 -0.0090 0.0169
C -2.698 3.277 1.314 0.0524 -0.0100 0.0410
C -3.129 2.689 0.137 -0.0274 -0.0675 -0.0930
C -2.528 1.515 -0.279 -0.0209 0.0787 -0.0414
N -1.589 0.900 0.447 0.3849 -0.0136 0.0360
C 1.905 -0.114 1.592 0.0359 -0.0281 0.0630
C 2.503 -0.864 0.416 0.0759 0.1025 0.3001
C 3.875 -0.956 0.242 -0.0269 -0.0710 -0.0073
C 4.358 -1.645 -0.857 -0.0077 0.0054 -0.0088
C 3.457 -2.228 -1.740 -0.0157 -0.0246 -0.0107
C 2.106 -2.082 -1.506 0.0145 0.0125 -0.0180
N 1.639 -1.402 -0.448 -0.2198 0.2683 0.0587
C -1.081 -2.324 2.066 0.1608 0.3074 0.1415
C -1.853 -2.984 2.996 -0.0840 -0.1662 -0.0790
C -3.107 -3.455 2.612 0.0969 0.0436 0.0085
C -3.531 -3.223 1.317 -0.0243 0.0085 -0.0762
C -2.707 -2.520 0.450 -0.0422 -0.0752 -0.0996
N -1.506 -2.069 0.816 0.0954 0.0029 0.2584
H 0.460 -1.754 3.455 0.0758 -0.0593 -0.0053
H 1.041 -2.444 1.924 0.0095 -0.0277 0.0325
H 0.403 1.268 3.031 -0.0295 0.0157 0.0296
H -0.903 0.119 3.245 -0.0156 0.0371 0.0317
H -1.363 3.061 2.995 -0.0169 0.0156 0.0006
H -3.118 4.217 1.649 -0.0064 -0.0018 0.0012
H -3.897 3.138 -0.477 0.0017 0.0285 0.0288
H -2.771 1.052 -1.226 -0.0058 0.0003 -0.0036
H 2.489 -0.329 2.495 -0.0267 0.0489 0.0360
H 1.971 0.959 1.404 0.0201 -0.0735 0.0186
H 4.545 -0.502 0.961 0.0076 -0.0062 -0.0023
H 5.423 -1.735 -1.023 0.0033 0.0036 0.0067
H 3.793 -2.783 -2.604 0.0112 0.0014 0.0050
H 1.359 -2.494 -2.173 0.0046 0.0184 -0.0235
H -1.475 -3.141 3.997 -0.0199 -0.0072 0.0075
H -3.734 -3.988 3.313 0.0023 0.0011 0.0055
H -4.492 -3.570 0.965 -0.0021 -0.0111 0.0267
H -3.001 -2.309 -0.571 -0.0133 -0.0027 0.0213
C 2.075 2.835 -0.335 0.0662 0.0120 0.0483
C 1.263 2.298 -1.482 -0.0898 0.0200 -0.0444
C 1.746 1.288 -2.312 0.0774 0.0135 0.0354
C 1.044 0.895 -3.444 0.0174 -0.0339 -0.0169
C -0.161 1.499 -3.761 -0.0225 0.0552 -0.0070
C -0.665 2.492 -2.931 -0.0009 -0.0355 -0.0772
C 0.037 2.882 -1.802 0.0127 0.0436 0.0437
H 2.506 3.806 -0.586 -0.0173 0.0025 -0.0341
H 2.908 2.175 -0.088 -0.0027 0.0060 -0.0189
H 1.461 2.988 0.557 0.0014 -0.0016 0.0015
H 2.705 0.829 -2.089 0.0035 0.0136 0.0037
H 1.437 0.112 -4.081 -0.0036 0.0025 0.0080
H -0.709 1.189 -4.641 0.0067 -0.0076 0.0072
H -1.606 2.971 -3.176 0.0040 0.0092 0.0182
H -0.353 3.674 -1.171 0.0032 0.0020 -0.0016
S -1.497 -2.285 -4.525 -0.0105 0.0155 0.0065
C -1.236 -1.610 -3.102 0.0437 0.0078 -0.1430
N -1.008 -1.093 -2.065 -0.0950 -0.0653 0.4187
```
Forces are in eV/Å.